Density functional theory data (ωB97M-V/def2-TZVPD) for 2 unconnected molecules or ions with the total composition C7H18INO2P at a distorted geometry.

Properties
charge = -1
multiplicity = 1
gap between HOMO and LUMO = 5.32 eV

Structure (XYZ):
```
30
Properties=species:S:1:pos:R:3:lowdin_charge:R:1
C 2.366 1.489 -0.549 -0.20
C 1.274 1.727 -1.669 -0.73
I 0.015 3.348 -0.998 0.78
C 0.519 0.381 -1.975 -0.51
N -0.313 0.370 -3.157 -0.36
P -1.971 0.692 -2.989 0.64
C -2.513 0.833 -1.192 -0.38
O -2.139 2.343 -3.516 -0.48
H 3.309 1.936 -0.887 0.06
H 2.457 0.430 -0.287 0.05
H 2.060 2.042 0.345 0.00
H 1.819 2.004 -2.575 0.06
H 1.373 -0.297 -2.210 0.09
H 0.075 -0.049 -1.062 0.05
H -3.424 0.223 -1.086 -0.01
H -1.808 0.483 -0.419 -0.02
H -2.788 1.866 -0.925 -0.02
H -1.262 2.623 -3.763 -0.05
C 1.083 -2.163 3.204 -0.07
C 0.234 -1.364 2.225 -0.49
C -1.223 -1.795 2.274 -0.06
O 0.739 -1.526 0.904 -0.06
H 1.057 -3.228 2.957 0.08
H 2.126 -1.846 3.152 0.08
H 0.730 -2.036 4.230 0.07
H 0.309 -0.301 2.460 0.14
H -1.324 -2.849 1.996 0.08
H -1.816 -1.218 1.563 0.07
H -1.644 -1.658 3.273 0.08
H 0.681 -2.457 0.674 0.09
```